This record from OMol25 describes C15H22BN10OPtS as an isolated structure. The level of theory is the ωB97M-V functional and the def2-TZVPD basis.

HOMO (spin up / spin down), eV: -11.1 / -11.1
DFT total energy, eV: -47615.255
Spin multiplicity: 1
Charge: +1
Gap between HOMO and LUMO (spin up / spin down), eV: 7.527 / 7.529

Cartesian coordinates (Å):
Pt 0.428 0.877 -1.530
C -2.879 0.784 1.258
C -2.397 0.421 -0.001
N -1.291 1.101 -0.269
N -1.018 1.890 0.795
C -1.973 1.718 1.720
B 0.220 2.832 0.814
N 1.560 2.039 0.889
C 2.397 1.952 1.930
C 3.484 1.181 1.570
C 3.228 0.829 0.248
N 2.082 1.362 -0.164
N 0.230 3.583 -0.523
C 0.152 4.880 -0.848
C 0.227 4.989 -2.225
C 0.352 3.680 -2.683
N 0.356 2.855 -1.638
H -3.768 0.433 1.750
H -2.783 -0.281 -0.720
H -1.946 2.278 2.640
H 0.148 3.583 1.741
H 2.169 2.459 2.854
H 4.341 0.930 2.168
H 3.833 0.233 -0.414
H 0.050 5.630 -0.083
H 0.193 5.886 -2.816
H 0.439 3.300 -3.687
C -0.412 -2.776 2.081
C 0.323 -1.465 2.178
N 0.513 -0.973 3.424
O 0.711 -0.866 1.187
H -0.660 -3.211 3.048
H 0.197 -3.479 1.514
H -1.330 -2.595 1.524
H 0.238 -1.475 4.247
H 1.020 -0.109 3.521
C -2.884 -3.977 -0.850
C -1.935 -3.987 -2.046
C -0.772 -3.047 -1.906
N -0.872 -1.777 -1.774
N 0.347 -1.141 -1.813
C 1.367 -1.964 -1.945
N 2.641 -1.563 -2.033
S 0.877 -3.606 -2.032
H -3.764 -4.578 -1.074
H -3.213 -2.964 -0.624
H -2.409 -4.397 0.035
H -2.473 -3.694 -2.949
H -1.557 -4.995 -2.220
H 2.835 -0.575 -2.034
H 3.382 -2.208 -2.236